Entry 1:
60
Properties=species:S:1:pos:R:3:forces:R:3 method="wB97M-V/def2-TZVPD" largest_force_ev_per_a=8.755 homo_lumo_gap_ev=7.2 charge=+1 energy_ev=-48907.4711
C -4.2731 -3.8817 -3.2990 0.448 2.822 2.647
C -4.1841 -2.8681 -2.1732 -0.196 -4.016 -3.347
C -3.6379 -3.4750 -0.7129 -1.491 -1.599 -2.779
N -3.0833 -2.4035 0.1359 4.231 -0.518 -3.540
C -1.7450 -1.9114 -0.4263 -1.370 3.103 4.943
C -0.8604 -2.3198 -1.7283 -0.265 0.050 -0.133
C -0.7895 -0.9859 -2.7198 -3.214 -0.258 -5.529
O -1.3741 -0.9946 -3.9221 3.782 -0.124 7.808
N -1.2586 -0.8014 0.4536 -6.328 -4.796 -0.470
C -2.3894 -0.7312 1.4514 1.762 0.728 -0.447
N -2.2502 0.2567 2.3768 -0.560 -0.345 0.102
C -0.9761 1.1319 2.3567 0.997 1.905 0.617
C -1.0574 2.3286 1.1982 0.705 -0.178 0.029
C 0.2027 2.2087 0.1111 -0.888 1.106 -0.449
C 1.6826 2.3321 0.8059 -1.177 0.823 0.717
N 2.4623 1.0384 0.8912 2.634 1.439 -0.664
C 2.6980 0.4009 -0.4608 -1.229 -1.086 -0.873
C 3.8695 1.4777 1.3435 2.512 -0.021 5.903
C 4.9207 2.1074 0.2057 -1.058 -0.672 -0.001
O 4.2457 1.3734 2.6363 -2.731 0.662 -8.292
C -3.2153 0.6323 3.4599 -0.860 1.567 0.504
O -2.8986 0.0129 4.7909 -0.794 1.747 -1.531
N -1.9565 -0.9361 4.6616 4.001 -0.536 3.254
O -1.1762 -0.8974 5.6208 -3.180 -0.464 -3.323
N -3.5143 -1.7306 1.3038 2.922 1.430 -0.229
C -4.7548 -1.9972 2.0654 -3.940 -1.121 1.473
F -4.5909 -2.1152 3.5651 -0.169 1.221 -5.624
F -5.7555 -0.9265 1.6915 3.470 -3.315 1.787
F -5.5015 -3.2593 1.7739 3.324 4.346 0.314
H -4.2096 -5.0556 -3.1145 0.222 2.829 -0.199
H -4.3491 -3.5656 -4.4445 -0.264 -0.515 2.925
H -4.5196 -1.7591 -2.3378 1.078 -2.243 0.448
H -2.7517 -4.2150 -1.0214 -1.938 1.782 1.084
H -4.4828 -4.1581 -0.3201 1.529 1.567 0.089
H -1.2861 -3.2604 -2.3219 0.841 2.363 1.336
H 0.2600 -2.5180 -1.3863 -2.504 0.391 -0.352
H -0.2328 -0.0217 -2.3438 -0.959 -1.916 -0.578
H 0.0131 0.5105 2.3197 -2.090 0.896 -0.279
H -0.9127 1.7418 3.3831 -0.515 -1.865 -2.063
H -2.1068 2.2848 0.6806 2.068 0.015 0.785
H -0.9839 3.3948 1.7289 -0.116 -2.446 -1.092
H 0.0843 3.1629 -0.5928 0.243 -2.097 1.448
H 0.0515 1.2758 -0.5791 0.465 1.699 1.566
H 2.2774 3.1791 0.2469 -1.083 -1.597 1.001
H 1.4927 2.6824 1.9301 0.641 -0.630 -2.433
H 2.7291 1.1742 -1.3467 0.276 -1.517 1.637
H 3.6438 -0.3037 -0.4199 -1.990 1.636 -0.186
H 1.7595 -0.3070 -0.6634 1.982 1.414 0.373
H 5.7761 2.7504 0.6826 -1.948 -1.374 -0.703
H 5.3747 1.2063 -0.4117 -0.943 1.969 1.501
H 4.2580 2.7271 -0.5567 1.644 -1.209 1.638
H -4.3486 0.4989 3.2318 2.203 -0.276 0.133
H -3.0741 1.8027 3.6575 -0.219 -2.746 -0.508
C 7.1057 2.4390 -3.4358 0.053 0.348 0.084
N 6.1146 1.3465 -3.2408 -0.426 -0.974 -0.225
O 5.0977 1.6141 -2.5903 1.135 -0.603 -1.144
O 6.3856 0.2510 -3.7464 -0.638 1.685 0.957
H 6.7395 3.3407 -2.9403 -0.002 -0.303 -0.102
H 8.0485 2.1115 -2.9930 -0.151 -0.027 -0.208
H 7.2073 2.6037 -4.5104 0.071 -0.153 0.201

Entry 2:
80
Properties=species:S:1:pos:R:3:forces:R:3 method="wB97M-V/def2-TZVPD" s2=6.038 largest_force_ev_per_a=6.623 homo_lumo_gap_ev="8.2 / 4.3" charge=+4 e_above_lowest_kj_mol=0.0 spin_multiplicity=5 energy_ev=-53416.6128
Ru 0.2899 -0.1580 -0.6285 -0.881 -1.461 0.703
C 1.0944 -0.2951 -2.2913 2.677 -0.829 -6.001
O 1.6032 -0.4287 -3.3396 -1.894 0.672 4.083
C 0.7727 1.5667 -0.2194 1.329 5.922 1.600
O 1.0971 2.6666 0.0241 -0.966 -3.655 -0.900
P -1.8452 0.5086 -1.6021 0.037 1.208 1.695
C -3.1531 1.2379 -0.5009 0.210 -0.160 -0.053
H -3.9899 1.5172 -1.1599 0.453 -0.077 0.036
C -1.6951 1.8538 -2.9189 -0.879 0.235 -2.127
H -0.8674 2.4554 -2.4981 0.189 -0.322 0.489
C -2.8084 -0.9159 -2.3154 -1.588 -1.932 -3.057
H -3.0173 -1.5219 -1.4164 0.419 0.555 0.775
C 2.5495 -2.9636 -0.0104 -0.367 0.418 -0.436
P 2.2376 -1.1779 0.4915 0.500 -3.064 1.540
H 3.4319 -1.6062 2.5130 -0.333 0.041 -0.320
H 1.6654 -3.4801 0.3997 0.134 0.130 0.067
C 3.9158 -0.3629 0.1867 1.957 2.778 -1.339
H 4.6251 -1.1853 0.3809 -0.755 -0.670 0.175
C -1.2629 1.3108 -4.2829 0.273 -0.175 0.385
H -2.1234 0.9303 -4.8583 0.222 0.198 0.140
H -0.4875 0.5373 -4.2231 -0.182 0.229 -0.113
H -0.8355 2.1509 -4.8546 -0.122 -0.212 -0.024
C -2.9181 2.7749 -3.1108 0.283 -0.093 0.492
H -2.7695 3.3690 -4.0274 -0.028 -0.308 0.173
H -3.0578 3.4835 -2.2849 -0.086 -0.306 -0.290
H -3.8461 2.1968 -3.2462 0.124 0.178 -0.114
C -4.1568 -0.5256 -2.9363 0.584 0.647 0.774
H -4.8217 0.0052 -2.2422 0.156 -0.250 -0.224
H -4.6772 -1.4510 -3.2246 0.074 -0.064 -0.155
H -4.0370 0.0758 -3.8490 -0.051 -0.269 -0.022
C -1.9815 -1.7717 -3.2761 0.372 0.916 0.243
H -2.4302 -2.7758 -3.3129 -0.054 0.026 -0.036
H -0.9394 -1.8811 -2.9430 -0.308 -0.182 -0.082
H -1.9925 -1.3585 -4.2950 -0.050 -0.280 0.192
C -3.6784 0.2218 0.5166 -0.077 -0.145 0.165
H -4.4957 -0.3867 0.1011 0.267 0.138 0.200
H -4.0682 0.7535 1.3972 -0.005 -0.202 -0.287
H -2.8854 -0.4592 0.8603 -0.270 0.051 0.020
C -2.6320 2.5052 0.1711 0.303 0.302 0.370
H -1.8259 2.2445 0.8664 -0.242 0.155 -0.242
H -3.4513 2.9594 0.7481 0.238 -0.046 -0.232
H -2.2479 3.2519 -0.5343 -0.135 -0.167 0.266
C 3.8152 -3.5746 0.6166 0.243 -0.144 0.307
H 3.9864 -3.3076 1.6653 -0.034 -0.119 -0.292
H 4.7123 -3.3073 0.0397 -0.248 -0.058 0.048
H 3.7196 -4.6702 0.5819 0.053 0.328 -0.058
C 2.5567 -3.2012 -1.5186 0.019 -0.021 -0.187
H 3.4192 -2.7237 -2.0055 -0.237 -0.209 0.096
C 2.0061 -0.1725 3.1806 -0.037 0.345 0.300
H 1.6363 -2.8453 -1.9942 0.123 -0.140 0.006
H 2.6297 -4.2841 -1.6991 -0.008 0.354 -0.014
C 1.5689 -2.6398 2.8533 0.050 -0.219 0.054
H 0.9495 -0.1650 3.4708 0.298 -0.209 -0.056
H 2.6156 -0.1726 4.1015 -0.331 -0.008 -0.319
H 2.2027 0.7747 2.6640 -0.028 -0.166 0.096
C 2.3550 -1.4148 2.3548 -0.399 0.493 -0.059
H 1.3904 -2.5345 3.9348 0.063 -0.053 -0.380
H 2.1341 -3.5702 2.7026 -0.367 0.271 0.042
H 0.5938 -2.7311 2.3477 0.178 -0.022 0.237
C 4.2443 0.7887 1.1428 -0.670 -0.445 0.378
H 3.5237 1.6163 1.0408 0.373 -0.072 0.012
H 5.2399 1.1733 0.8769 -0.171 -0.068 -0.112
H 4.2848 0.4661 2.1895 0.060 0.183 -0.322
C 4.1246 0.1144 -1.2506 -0.505 -0.187 -0.055
H 3.8994 -0.6432 -2.0103 0.186 0.139 0.190
H 5.1845 0.3915 -1.3604 -0.178 -0.108 -0.011
H 3.5266 1.0137 -1.4630 0.272 -0.149 0.079
H -0.2283 -0.7553 0.9505 -0.937 0.231 -0.200
H -0.9954 -0.5477 0.5203 0.901 -0.279 0.700
C -1.5320 2.3986 5.0349 0.044 0.191 0.147
C -0.5491 3.0011 4.2445 -0.717 0.337 1.896
C -0.2394 2.4168 3.0136 -0.075 -1.473 -1.435
N -0.8097 1.2795 2.5861 -0.188 -0.250 0.151
C -1.7236 0.6761 3.3594 1.367 0.281 -1.973
C -2.1335 1.2182 4.5827 -0.399 1.153 1.633
H -1.8228 2.8438 5.9851 0.044 -0.126 -0.164
H -0.0117 3.9013 4.5367 -0.269 -0.060 0.160
H 0.4915 2.8739 2.3444 -0.222 -0.002 0.162
H -2.1379 -0.2628 2.9858 0.105 0.187 0.228
H -2.9115 0.7037 5.1400 0.111 0.160 0.184

Entry 3:
55
Properties=species:S:1:pos:R:3:forces:R:3 method="wB97M-V/def2-TZVPD" largest_force_ev_per_a=16.737 homo_lumo_gap_ev=8.2 e_above_lowest_kj_mol=1898.5 energy_ev=-33384.5675
O 2.7800 -0.3907 -0.9823 -0.070 -3.991 -10.153
C 2.7256 -0.0632 0.0950 0.899 4.569 6.494
N 2.9702 1.1917 0.4185 2.888 5.288 -1.387
C 3.0047 1.9698 1.6178 1.819 3.140 0.126
H 3.0549 1.2172 2.3479 -0.709 -0.033 2.105
C 1.8772 3.0477 1.5604 -2.700 -0.760 2.326
O 2.0060 4.0702 0.4655 -0.571 -6.019 1.753
C 2.1005 3.0517 -0.6642 0.793 3.061 -0.974
C 3.3198 2.1465 -0.6453 -3.344 -0.901 -1.426
H 3.2880 1.6252 -1.6760 0.784 0.933 1.765
H 4.1165 2.7904 -0.3738 1.446 -0.103 -0.057
H 2.2139 3.8416 -1.3374 0.543 0.605 -2.324
H 1.2403 2.4998 -1.0189 -0.827 -0.053 1.147
H 1.6828 3.5775 2.5753 0.785 -0.706 -1.751
H 0.9671 2.2673 1.4814 1.008 2.442 -0.571
H 3.9481 2.7489 1.8103 -1.340 -2.643 -1.041
C 2.5392 -0.8335 1.2023 -4.848 -3.443 5.130
H 2.5655 -1.8228 0.9420 0.268 -2.654 -0.854
C 1.0090 -0.7472 1.9569 2.892 7.070 -4.176
H 0.4380 -0.1334 1.1657 0.012 -2.066 0.831
C 0.5411 -1.9439 2.5202 -6.508 -2.051 -0.614
H 1.1527 -2.2090 3.3117 1.498 -1.778 1.000
C -0.8780 -1.5437 3.3998 8.605 -1.924 -2.390
H -1.2644 -2.3401 3.7584 -1.613 -6.558 3.014
C -1.8674 -1.0927 2.6661 -6.187 11.199 -8.824
H -1.5684 0.0521 2.1075 -0.178 -2.123 2.077
C -2.4018 -1.6312 1.2076 -9.586 -0.670 13.703
C -3.8048 -1.1001 0.8651 12.141 1.185 -7.879
H -4.1685 -1.5978 0.0821 -1.699 -2.737 -2.749
C -3.4507 0.3065 -0.1086 -3.076 -2.385 1.885
N -2.6036 -0.1154 -1.1051 3.840 0.768 0.821
C -1.1191 0.1337 -1.2484 -0.935 2.386 1.599
O -0.6501 0.8273 -0.3708 0.449 -1.076 -1.212
C -0.6492 -0.3093 -2.6278 -4.738 -0.044 4.971
C 0.5885 -0.3765 -3.1040 1.665 4.001 8.670
C 0.5217 -1.0180 -4.1688 7.272 -5.479 -13.434
C -0.3867 -1.6371 -5.0182 -5.461 5.575 7.555
C -1.8419 -1.1720 -4.4431 8.527 -2.161 -0.340
C -1.8589 -0.8219 -3.1658 0.624 2.450 1.780
C -3.0477 -0.5565 -2.1811 -5.782 -4.495 -9.993
O -4.2827 -0.8312 -2.6562 5.487 1.609 3.213
H -2.6091 -1.5432 -4.8492 -6.154 -2.357 -3.536
H -0.2236 -1.8410 -5.9735 0.714 -1.323 -3.751
H 1.7352 -0.9999 -4.8599 -3.244 -0.456 2.207
H 1.4829 -0.1111 -2.4041 -1.472 -0.281 -1.933
H -4.4310 0.6182 -0.5652 1.127 0.052 0.512
H -2.9224 1.0169 0.4177 0.578 1.831 1.546
H -4.4834 -0.7481 1.3342 -7.928 3.560 7.753
H -1.7376 -1.9428 0.6680 6.937 -2.687 -6.847
H -2.7121 -2.5704 1.8782 0.289 0.187 -2.383
H -2.7259 -0.6562 3.2420 0.309 -1.063 -0.422
H -0.5467 -1.0207 4.1847 0.986 2.633 2.799
H 0.1062 -2.7566 1.6529 1.962 1.846 2.695
H 1.0952 0.2173 2.5920 0.038 -1.985 0.285
H 3.1646 -0.7405 2.0205 1.785 0.614 1.259

Entry 4:
8
Properties=species:S:1:pos:R:3:forces:R:3 method="wB97M-V/def2-TZVPD" largest_force_ev_per_a=2.190 homo_lumo_gap_ev=8.7 e_above_lowest_kj_mol=276.6 energy_ev=-4207.2914
C -0.7155 -0.0751 0.4966 -1.721 -0.157 -0.830
C 0.3132 0.5319 1.1772 0.198 0.745 -1.619
C -0.9073 0.6952 -0.8168 1.165 -0.555 1.598
C 0.4548 0.7357 -0.2632 0.383 0.059 -2.156
H -1.1649 -1.0533 0.5442 0.307 -0.502 0.292
H 0.9483 0.4737 2.0578 -0.385 -0.273 -0.584
H -1.1060 0.1555 -1.8080 0.507 0.585 1.543
H 1.2516 0.4890 -1.0417 -0.453 0.098 1.757